Entry 1:
Entry from the Open Molecules 2025 dataset: a 2-piece molecular cluster, C11H16B2ClIO7PS overall at a distorted geometry (ωB97M-V/def2-TZVPD).

Positions of all 40 atoms, in Å:
C (1.70, 2.30, 1.94)
C (0.85, 1.24, 2.70)
C (1.52, -0.18, 2.52)
I (1.12, -1.30, 4.33)
C (0.96, -0.82, 1.25)
C (1.69, -1.04, 0.15)
P (3.48, -0.63, 0.01)
O (4.35, -1.15, 1.31)
O (3.53, 1.01, -0.15)
S (4.34, -1.34, -1.57)
C (0.95, -1.65, -1.07)
O (1.41, -2.49, -1.71)
C (-0.46, -1.05, -1.28)
B (-1.07, -0.65, -2.72)
C (-1.45, 0.87, -3.08)
O (-1.24, -1.62, -3.66)
C (-1.18, -0.86, -0.17)
B (-2.65, -0.29, -0.18)
O (-3.66, -0.85, -0.97)
O (-2.93, 0.77, 0.65)
C (-4.25, 1.32, 0.47)
C (-0.53, -1.20, 1.17)
O (-1.12, -1.73, 2.04)
H (1.61, 3.31, 2.37)
H (1.40, 2.27, 0.88)
H (2.77, 2.05, 1.95)
H (0.92, 1.51, 3.77)
H (-0.18, 1.25, 2.33)
H (2.59, 0.00, 2.48)
H (3.77, -1.58, 1.95)
H (4.37, 1.20, -0.59)
H (-0.61, 1.34, -3.62)
H (-1.75, 1.46, -2.20)
H (-2.31, 0.82, -3.76)
H (-0.92, -1.25, -4.50)
H (-3.82, -1.76, -0.71)
H (-5.02, 0.64, 0.86)
H (-4.26, 2.29, 0.99)
H (-4.40, 1.54, -0.60)
Cl (0.49, -3.75, -3.60)

## Properties
HOMO-LUMO gap ... 4.42 eV
Spin multiplicity ... 1
Charge ... -1

Entry 2:
Entry from the Open Molecules 2025 dataset: C11H16BrClGdINO2P as an isolated structure at a distorted geometry (ωB97M-V/def2-TZVPD).

Positions of all 35 atoms, in Å:
C (-0.58, -1.82, -1.05)
C (0.64, -1.10, -1.57)
H (-0.52, -2.88, -1.39)
H (-1.54, -1.34, -1.41)
H (-0.58, -1.86, 0.06)
O (1.80, -1.22, -1.18)
I (1.39, 2.49, -0.04)
Gd (-1.47, 1.26, 1.72)
P (0.22, 0.24, -2.81)
C (1.79, 0.96, -3.18)
C (-0.39, -0.72, -4.21)
H (-1.89, 0.99, -1.84)
H (-1.34, 1.97, -3.22)
H (-0.56, 2.15, -1.62)
C (-1.02, 1.43, -2.32)
H (-1.40, -1.07, -4.02)
H (-0.37, -0.05, -5.08)
H (1.79, 1.30, -4.21)
H (2.57, 0.22, -2.99)
H (0.27, -1.58, -4.38)
H (1.98, 1.78, -2.47)
C (1.62, 0.06, 0.93)
O (2.70, -0.23, 1.16)
Cl (-3.26, 0.25, 0.34)
Br (-0.98, -4.20, 4.67)
C (-0.57, -2.42, 4.19)
C (0.18, -1.65, 5.08)
C (0.49, -0.34, 4.70)
C (0.07, 0.14, 3.46)
N (-0.75, -0.61, 2.66)
C (-0.98, -1.93, 2.97)
H (0.48, -2.05, 6.03)
H (1.08, 0.29, 5.33)
H (0.44, 1.14, 3.10)
H (-1.57, -2.47, 2.24)

## Properties
HOMO-LUMO gap (spin up / spin down) ... 4.75 / 8.09 eV
Spin multiplicity ... 8
Charge ... +2

Entry 3:
Entry from the Open Molecules 2025 dataset: C11H16CeCl3NOS as an isolated structure at a distorted geometry (ωB97M-V/def2-TZVPD).

Positions of all 34 atoms, in Å:
C (-0.68, 0.96, -0.99)
C (-0.83, -0.45, -1.22)
C (0.47, -1.04, -1.18)
C (-2.10, -1.19, -1.48)
C (1.42, -0.01, -0.92)
C (0.72, 1.22, -0.81)
C (1.34, 2.56, -0.58)
C (-1.78, 1.96, -0.92)
C (0.77, -2.48, -1.42)
C (2.90, -0.21, -0.89)
Ce (-0.30, -0.17, 1.43)
Cl (-3.53, -3.76, 1.49)
Cl (-2.79, -0.45, 1.71)
Cl (0.57, -2.60, 1.85)
H (-2.97, -0.62, -1.15)
H (-2.13, -2.13, -0.90)
H (-2.23, -1.45, -2.54)
H (-0.01, -3.12, -0.98)
H (1.71, -2.77, -0.93)
H (0.85, -2.72, -2.49)
H (3.14, -1.12, -0.33)
H (3.39, 0.63, -0.39)
H (3.35, -0.31, -1.89)
H (2.23, 2.46, 0.04)
H (0.65, 3.21, -0.03)
H (1.64, 3.09, -1.50)
H (-2.67, 1.51, -0.45)
H (-2.09, 2.35, -1.90)
H (-1.49, 2.80, -0.28)
O (-0.16, 1.89, 1.90)
H (0.33, 2.26, 2.66)
S (-0.09, 0.09, 6.47)
C (0.12, -0.12, 4.90)
N (0.28, -0.25, 3.70)

## Properties
HOMO-LUMO gap ... 5.53 eV
Spin multiplicity ... 1
Charge ... -2

Entry 4:
Entry from the Open Molecules 2025 dataset: C11H16Cl3HfNOS as an isolated structure at a distorted geometry (ωB97M-V/def2-TZVPD).

Positions of all 34 atoms, in Å:
C (-2.39, -0.84, 0.27)
C (-2.16, -1.30, -1.08)
C (-2.10, -0.17, -1.94)
C (-2.05, -2.69, -1.51)
C (-2.35, 0.98, -1.16)
C (-2.52, 0.57, 0.21)
C (-2.74, 1.45, 1.40)
C (-2.51, -1.70, 1.48)
C (-1.82, -0.19, -3.37)
C (-2.17, 2.36, -1.62)
Hf (1.66, -0.79, 0.24)
Cl (1.58, -2.26, -2.00)
Cl (1.10, -2.95, 0.97)
Cl (1.12, 0.54, -1.67)
H (-2.07, -3.39, -0.66)
H (-1.15, -2.84, -2.12)
H (-2.93, -2.89, -2.15)
H (-1.11, -1.00, -3.56)
H (-1.46, 0.80, -3.65)
H (-2.74, -0.40, -3.93)
H (-1.36, 2.39, -2.35)
H (-2.01, 3.09, -0.80)
H (-3.06, 2.72, -2.16)
H (-2.21, 2.41, 1.25)
H (-2.42, 0.94, 2.33)
H (-3.82, 1.70, 1.56)
H (-1.84, -2.59, 1.38)
H (-3.54, -2.08, 1.60)
H (-2.27, -1.12, 2.41)
O (0.61, 0.16, 1.53)
H (0.22, 0.78, 2.19)
S (5.89, 1.27, 1.77)
C (4.47, 0.60, 1.48)
N (3.43, 0.13, 1.11)

## Properties
HOMO-LUMO gap ... 3.88 eV
ΔE to the lowest compared entry with this formula, charge and spin ... 30.9 kcal/mol
Spin multiplicity ... 1
Charge ... -2

Entry 5:
Entry from the Open Molecules 2025 dataset: C11H16Cl3NO2Zr as an isolated structure at a distorted geometry (ωB97M-V/def2-TZVPD).

Positions of all 34 atoms, in Å:
C (-0.67, 0.91, -1.08)
C (-0.84, -0.48, -1.41)
C (0.46, -1.08, -1.42)
C (-2.08, -1.19, -1.60)
C (1.41, -0.08, -1.11)
C (0.71, 1.16, -0.93)
C (1.33, 2.48, -0.71)
C (-1.77, 1.90, -0.98)
C (0.75, -2.49, -1.70)
C (2.86, -0.29, -0.99)
Zr (-0.76, -0.23, 2.79)
Cl (-2.24, -2.79, 0.64)
Cl (-3.05, -0.14, 2.30)
Cl (0.66, -1.88, 1.87)
H (-2.96, -0.55, -1.51)
H (-2.17, -1.99, -0.64)
H (-2.09, -1.80, -2.50)
H (-0.01, -3.15, -1.27)
H (1.72, -2.78, -1.28)
H (0.78, -2.67, -2.78)
H (3.06, -1.22, -0.44)
H (3.33, 0.55, -0.46)
H (3.33, -0.38, -1.98)
H (2.27, 2.37, -0.14)
H (0.65, 3.15, -0.18)
H (1.57, 2.94, -1.68)
H (-2.66, 1.45, -0.52)
H (-2.03, 2.27, -1.97)
H (-1.46, 2.75, -0.37)
O (-0.09, 1.42, 2.01)
H (0.24, 2.32, 2.15)
O (0.32, -0.09, 7.08)
C (-0.09, -0.16, 5.97)
N (-0.49, -0.21, 4.83)

## Properties
HOMO-LUMO gap ... 2.97 eV
ΔE to the lowest compared entry with this formula, charge and spin ... 0.0 kcal/mol
Spin multiplicity ... 1
Charge ... -2

Entry 6:
Entry from the Open Molecules 2025 dataset: a 4-piece molecular cluster, C11H16Cl4N2O overall at a distorted geometry (ωB97M-V/def2-TZVPD).

Positions of all 34 atoms, in Å:
N (7.72, 12.52, -7.58)
C (7.63, 13.59, -8.39)
C (7.16, 13.13, -9.61)
C (7.17, 11.78, -9.59)
C (7.48, 11.34, -8.27)
H (7.93, 12.56, -6.59)
H (7.85, 14.57, -7.99)
H (6.86, 13.65, -10.51)
H (6.95, 11.17, -10.45)
H (7.53, 10.36, -7.83)
N (10.96, 12.55, -9.23)
C (10.81, 11.23, -8.99)
C (11.72, 11.01, -7.93)
C (12.26, 12.26, -7.52)
C (11.95, 13.20, -8.49)
H (10.50, 13.01, -10.01)
H (10.21, 10.55, -9.57)
H (11.88, 10.07, -7.43)
H (12.74, 12.47, -6.58)
H (12.22, 14.24, -8.59)
C (10.03, 17.71, -7.53)
Cl (11.13, 18.13, -8.87)
Cl (10.24, 15.99, -6.98)
Cl (10.30, 18.87, -6.24)
Cl (8.34, 17.99, -7.98)
C (10.25, 11.61, -4.49)
C (9.82, 12.97, -4.79)
O (8.41, 13.04, -4.78)
H (10.08, 10.91, -5.32)
H (9.93, 11.09, -3.59)
H (11.31, 11.71, -4.25)
H (10.13, 13.28, -5.79)
H (10.32, 13.65, -4.11)
H (8.03, 13.17, -3.90)

## Properties
HOMO-LUMO gap (spin up / spin down) ... 3.15 / 7.96 eV
Spin multiplicity ... 2
Charge ... -1

Entry 7:
Entry from the Open Molecules 2025 dataset: C11H16ClO5PPt as an isolated structure at a distorted geometry (ωB97M-V/def2-TZVPD).

Positions of all 35 atoms, in Å:
Cl (2.53, -1.35, -1.84)
C (2.87, 1.06, 1.93)
C (1.74, 1.93, 1.91)
C (1.40, 2.23, 0.59)
H (1.27, 2.35, 2.80)
C (2.29, 1.52, -0.30)
C (3.27, 0.80, 0.57)
H (4.19, 0.38, 0.21)
H (3.42, 0.73, 2.81)
H (0.64, 2.91, 0.24)
C (2.45, 1.75, -1.77)
Pt (1.52, -0.58, 0.31)
C (0.55, -0.78, 1.96)
C (1.67, -2.49, -0.03)
O (-0.07, -0.96, 2.91)
O (1.68, -3.62, -0.26)
H (1.47, 1.93, -2.21)
H (2.82, 0.83, -2.20)
H (3.16, 2.55, -2.01)
C (-2.00, -0.72, -2.93)
O (-2.00, 0.01, -1.69)
P (-1.13, -0.32, -0.36)
O (-1.76, 0.67, 0.72)
C (-3.15, 0.84, 1.09)
O (-1.43, -1.86, 0.02)
C (-2.54, -2.36, 0.78)
H (-1.68, -1.77, -2.83)
H (-1.32, -0.19, -3.61)
H (-3.02, -0.66, -3.34)
H (-3.41, 1.89, 0.90)
H (-3.87, 0.17, 0.57)
H (-3.18, 0.62, 2.16)
H (-2.28, -3.40, 0.96)
H (-2.62, -1.86, 1.74)
H (-3.47, -2.26, 0.22)

## Properties
HOMO-LUMO gap (spin up / spin down) ... 7.93 / 5.65 eV
ΔE to the lowest compared entry with this formula, charge and spin ... 1.0 kcal/mol
Spin multiplicity ... 5
Charge ... +2

> Which value of charge does entry 7 give?

+2